1.
A 2-piece molecular cluster, C4H15N2O overall in a non-equilibrium geometry, computed with ωB97M-V/def2-TZVPD.

Calculated values
Total energy = -345.8884 Ha
ΔE to the lowest compared entry with this formula, charge and spin = 150.5 kJ/mol
Kohn-Sham gap = 0.3749 hartree
Largest force on an atom = 3.0 eV/Å

```
! wB97M-V def2-TZVPD RIJCOSX def2/J DEFGRID3
* xyz 1 1
C -1.4260 0.8628 -0.5795
N -1.1572 -0.0014 -1.7537
C -1.5614 -1.3826 -1.5776
C -0.7658 0.3661 0.6737
N 0.7743 0.2765 0.3223
C 1.4648 1.5641 0.5752
H -0.9574 1.8203 -0.8897
H -2.5152 1.1807 -0.4269
H -1.5339 0.3372 -2.6241
H -2.6361 -1.4885 -1.8320
H -0.9766 -2.0247 -2.2554
H -1.5109 -1.7558 -0.5720
H -0.8874 0.8406 1.6142
H -1.0458 -0.6959 0.9006
H 0.6584 -0.0143 -0.6657
H 1.1437 -0.5674 0.7873
H 1.0863 2.2670 -0.1543
H 1.2914 1.9593 1.5591
H 2.5476 1.4640 0.5653
H 3.2232 -2.1960 1.9695
H 2.3657 -1.1322 2.5791
O 2.4184 -1.6796 1.7845
*
```

Atom charges from the Mulliken analysis, given in e for atoms 1 to 2: number 1, C, carries -0.47; number 2, N, carries -0.33

***

2.
A 2-piece molecular cluster, C4H15N2O overall in a non-equilibrium geometry, computed with ωB97M-V/def2-TZVPD.

Calculated values
Total energy = -345.3516 Ha
ΔE to the lowest compared entry with this formula, charge and spin = 328.9 kJ/mol
Kohn-Sham gap (alpha / beta) = 0.3877 / 0.1979 hartree
<S²> = 0.755
Largest force on an atom = 5.9 eV/Å

```
! wB97M-V def2-TZVPD RIJCOSX def2/J DEFGRID3
* xyz 2 2
C -0.7753 -1.1108 -1.0435
C -0.7446 0.2749 -1.6437
C -0.5016 1.5617 -0.7868
C 0.8510 1.7123 -0.2228
N 1.8893 0.9938 -0.9600
N -1.2825 -1.3063 0.2980
H 0.2897 -1.4727 -1.1922
H -1.5983 -1.6491 -1.6550
H -0.0153 0.3783 -2.3379
H -1.6710 0.4370 -2.3900
H -1.2815 1.9741 -0.0875
H -0.5152 2.3168 -1.6819
H 1.2937 2.7093 -0.1780
H 0.5920 1.1229 0.6594
H 2.1585 0.3212 -0.2233
H 2.7542 1.5692 -1.2223
H -0.7988 -0.6697 0.9608
H -2.3181 -0.9622 0.3652
H -1.0788 -2.2501 0.7638
H 1.3532 -1.9028 3.4022
H 0.1848 -1.7773 4.3959
O 0.4283 -1.5733 3.4044
*
```

Atom charges from the Mulliken analysis, given in e for atoms 1 to 2: number 1, C, carries -0.63; number 2, C, carries -0.84

***

3.
A 3-piece molecular cluster, C4H15N2O2 overall in a non-equilibrium geometry, computed with ωB97M-V/def2-TZVPD.

Calculated values
Total energy = -420.8707 Ha
ΔE to the lowest compared entry with this formula, charge and spin = 847.4 kJ/mol
Kohn-Sham gap = 0.1553 hartree
Largest force on an atom = 3.3 eV/Å

```
! wB97M-V def2-TZVPD RIJCOSX def2/J DEFGRID3
* xyz 1 1
C 0.1764 0.8722 -2.0488
O -0.7354 1.6494 -1.2464
C 0.9024 -0.2213 -1.1777
C 1.9608 0.2812 -0.2115
C 2.5653 -0.8883 0.5592
N 2.7466 -0.4750 1.9403
N -0.0311 -0.9090 -0.3962
H 0.9297 1.3709 -2.6409
H -0.4883 0.3002 -2.7058
H -0.8489 0.8518 -0.6856
H 1.4141 -0.9348 -1.8703
H 1.4916 0.8553 0.6112
H 2.6740 1.0267 -0.6253
H 3.5243 -1.1895 0.1132
H 1.8528 -1.7446 0.4715
H -2.6811 0.2638 0.2050
H 3.3935 0.2890 2.1051
H 2.9155 -1.2611 2.5472
H -3.1375 0.0622 0.7596
H -0.3843 -1.6915 -0.9734
H -5.0685 -0.3376 2.5197
H -6.3400 -0.8560 1.6760
O -5.7393 -0.1339 1.8670
*
```

Atom charges from the Mulliken analysis, given in e for atoms 1 to 2: number 1, C, carries -0.55; number 2, O, carries -0.36

***

4.
A 3-piece molecular cluster, C4H15N2O3 overall in a non-equilibrium geometry, computed with ωB97M-V/def2-TZVPD.

Calculated values
Total energy = -496.6402 Ha
ΔE to the lowest compared entry with this formula, charge and spin = 59.0 kJ/mol
Kohn-Sham gap = 0.3080 hartree
Largest force on an atom = 2.9 eV/Å

```
! wB97M-V def2-TZVPD RIJCOSX def2/J DEFGRID3
* xyz -1 1
C -0.9139 0.4480 1.7979
N -1.0031 -0.9803 1.3860
C -0.0642 -1.3585 0.2834
O 1.1774 -0.8937 0.5292
C -0.7906 1.4285 0.6089
N -1.9667 1.3690 -0.2883
C -1.5560 1.4878 -1.6953
H -1.8719 0.6567 2.3931
H -0.0765 0.6109 2.4767
H -0.7422 -1.5851 2.2471
H -0.0532 -2.4253 0.2143
H -0.4650 -0.8958 -0.6537
H -0.7697 2.4545 1.0113
H 0.1459 1.2227 0.0525
H -2.4362 0.3796 -0.1285
H -2.4821 1.5731 -2.3341
H -1.0304 2.3888 -1.8198
H -0.9522 0.6556 -2.0895
H 2.2366 -1.7955 0.0722
H 3.7030 -1.9321 0.2672
O 3.0767 -2.2904 -0.3117
H 1.7746 -0.0895 -0.7284
H 2.7834 -0.6014 -1.7200
O 2.2767 0.1725 -1.5706
*
```

Atom charges from the Mulliken analysis, given in e for atoms 1 to 2: number 1, C, carries -0.72; number 2, N, carries -0.51

***

5.
A 4-piece molecular cluster, C4H15N2O4S overall in a non-equilibrium geometry, computed with ωB97M-V/def2-TZVPD.

Calculated values
Total energy = -970.0947 Ha
ΔE to the lowest compared entry with this formula, charge and spin = 152.8 kJ/mol
Kohn-Sham gap = 0.2441 hartree
Largest force on an atom = 2.7 eV/Å

```
! wB97M-V def2-TZVPD RIJCOSX def2/J DEFGRID3
* xyz -1 1
C 0.3182 1.9397 -2.3324
N 0.9502 1.7322 -0.9840
C -0.1236 0.9638 -0.2760
C -1.0545 1.7936 0.5989
S -2.4664 0.9501 1.3910
C 0.5585 -0.1504 0.5985
N 0.0808 -0.5948 1.7602
O 1.5478 -0.7479 0.1444
H 0.9028 2.6605 -2.9000
H 0.4157 0.9779 -2.8182
H -0.7477 2.1636 -2.4687
H 1.1244 2.6184 -0.5266
H -0.6979 0.4065 -1.0422
H -1.3786 2.7219 0.0701
H -0.3549 2.3467 1.2755
H -0.4824 -0.2691 2.5296
H 0.4129 -1.5147 2.0576
H -2.4531 -1.4769 -0.2024
H -1.8649 -2.7780 -0.6864
O -1.9285 -2.2303 0.1105
H 2.9616 0.7262 -1.5888
H 2.6659 -0.6768 -1.1178
O 3.0822 -0.1854 -1.8702
H 0.2718 -2.9255 0.5092
H 1.1032 -2.7710 -0.6467
O 1.0777 -3.3236 0.1423
*
```

Atom charges from the Mulliken analysis, given in e for atoms 1 to 2: number 1, C, carries -0.98; number 2, N, carries -0.24

***

6.
A 2-piece molecular cluster, C4H15N2OS overall, computed with ωB97M-V/def2-TZVPD.

Calculated values
Total energy = -744.1998 Ha
ΔE to the lowest compared entry with this formula, charge and spin = 10.5 kJ/mol
Kohn-Sham gap (alpha / beta) = 0.1278 / 0.3542 hartree
<S²> = 0.751
Largest force on an atom = 0.7 eV/Å

```
! wB97M-V def2-TZVPD RIJCOSX def2/J DEFGRID3
* xyz 0 2
C 1.1361 -2.0290 -0.5372
C 1.7367 -0.7429 -1.0951
S 3.2788 -1.1192 -2.0080
N -0.1913 -1.7756 0.0675
H 1.0590 -2.7710 -1.3282
H 1.7896 -2.4167 0.2459
H 1.0460 -0.2194 -1.7425
H 2.0055 -0.0693 -0.2725
H 2.8622 -0.7102 -3.2148
H -0.8719 -1.7376 -0.6815
H -0.4419 -2.5741 0.6428
C -2.0794 1.5408 0.4116
O -2.5074 2.7956 -0.1062
C -0.6497 1.6942 0.9419
N -0.1639 0.4642 1.6394
H -2.1240 0.7656 -0.3612
H -2.7629 1.2629 1.2063
H -2.4152 2.7960 -1.0614
H 0.0281 1.9024 0.1140
H -0.6263 2.5285 1.6471
H -0.1771 -0.4284 1.0081
H -0.7529 0.2490 2.4794
H 0.8221 0.5940 2.0046
*
```

Atom charges from the Mulliken analysis, given in e for atoms 1 to 2: number 1, C, carries -0.91; number 2, C, carries -0.49